1.
The following is a DFT calculation (the ωB97M-V functional and the def2-TZVPD basis) of a cluster of 10 separate species, C22H53F3N7O13 in total.

Structure (ORCA input):
```
! RIJCOSX wB97M-V def2-TZVPD def2/J DEFGRID3
* xyz -1 1
C 7.50 -16.92 7.01
O 7.96 -18.17 7.58
O 8.07 -15.93 7.70
C 7.52 -16.97 5.47
F 6.53 -17.76 5.00
F 7.51 -15.79 4.85
F 8.67 -17.57 5.01
C 7.47 -19.42 7.12
C 8.07 -20.52 7.97
H 7.82 -21.48 7.51
H 9.16 -20.56 7.87
H 7.84 -20.43 9.03
H 7.83 -19.61 6.11
H 6.38 -19.41 7.04
H 6.44 -16.84 7.30
C 10.95 -23.28 7.80
C 11.09 -22.70 9.20
O 12.26 -23.11 9.92
O 10.88 -24.71 7.78
H 11.72 -22.92 7.11
H 9.99 -22.93 7.40
H 10.26 -23.08 9.79
H 10.98 -21.62 9.21
H 12.34 -24.05 9.75
H 11.80 -25.00 7.77
C 8.22 -17.70 10.89
C 8.19 -16.28 11.46
O 7.74 -15.30 10.49
O 9.29 -17.78 9.95
H 7.35 -17.83 10.24
H 8.32 -18.50 11.62
H 9.17 -15.97 11.81
H 7.35 -16.30 12.16
H 7.84 -15.74 9.62
H 8.92 -17.63 9.07
O 8.06 -11.16 8.75
C 8.02 -12.09 7.95
N 8.83 -13.15 8.06
C 6.94 -12.23 6.88
H 8.51 -14.07 7.75
H 9.62 -12.98 8.67
H 6.13 -11.59 7.23
H 6.62 -13.26 6.82
H 7.18 -11.85 5.88
O 3.49 -13.56 9.53
C 4.67 -13.35 9.81
N 5.68 -14.09 9.27
C 5.09 -12.43 10.93
H 5.44 -14.92 8.76
H 6.55 -14.13 9.76
H 6.07 -12.67 11.33
H 4.32 -12.25 11.67
H 5.25 -11.46 10.44
O 3.54 -24.24 8.83
C 4.40 -23.39 9.03
N 5.22 -22.98 8.05
C 4.51 -22.74 10.39
H 5.97 -22.36 8.33
H 5.23 -23.54 7.22
H 5.38 -22.09 10.45
H 4.53 -23.58 11.09
H 3.64 -22.17 10.70
O 6.57 -22.93 4.49
C 7.19 -22.71 3.46
N 7.36 -23.71 2.53
C 7.74 -21.35 3.06
H 7.35 -24.64 2.90
H 7.97 -23.36 1.81
H 6.93 -20.77 2.62
H 8.62 -21.34 2.41
H 8.06 -20.87 3.99
O 4.51 -19.60 9.18
C 4.06 -18.51 9.60
N 3.71 -17.50 8.80
C 3.78 -18.42 11.08
H 3.72 -16.55 9.13
H 3.50 -17.65 7.81
H 2.75 -18.13 11.30
H 4.42 -17.68 11.56
H 3.92 -19.35 11.62
O 12.58 -14.51 5.76
C 11.38 -14.77 5.69
N 10.87 -15.92 6.17
C 10.47 -13.76 5.02
H 9.93 -16.01 6.55
H 11.50 -16.63 6.51
H 10.11 -13.03 5.73
H 9.60 -14.20 4.53
H 11.10 -13.29 4.27
O 3.15 -18.03 5.65
C 3.68 -19.12 5.43
N 3.93 -19.97 6.41
C 4.09 -19.57 4.05
H 3.80 -19.72 7.39
H 4.58 -20.73 6.27
H 4.87 -18.91 3.67
H 3.27 -19.58 3.32
H 4.47 -20.59 4.01
*
```

Properties
lowest unoccupied orbital energy: 1.77 eV
molar mass: 680.7 g mol⁻¹
E: -2531.28394 Eh
HOMO-LUMO gap: 8.12 eV


2.
The following is a DFT calculation (the ωB97M-V functional and the def2-TZVPD basis) of a structure of composition C16H21N8O4PtS2.

Structure (ORCA input):
```
! RIJCOSX wB97M-V def2-TZVPD def2/J DEFGRID3
* xyz 3 1
Pt -0.07 -0.09 0.25
C -0.92 -3.11 -3.07
C -0.42 -2.07 -2.14
N -1.14 -1.30 -1.40
N -2.50 -1.32 -1.42
C -3.21 -0.40 -0.76
N -4.52 -0.39 -0.86
S -2.44 0.73 0.26
C 1.03 -1.82 -2.06
C 1.95 -2.43 -2.89
C 3.28 -2.04 -2.84
C 3.67 -1.06 -1.94
C 2.70 -0.53 -1.09
N 1.43 -0.90 -1.16
H -1.99 -3.30 -3.00
H -0.41 -4.05 -2.88
H -0.70 -2.82 -4.10
H -2.98 -1.99 -2.02
H -5.03 -0.94 -1.54
H -5.06 0.29 -0.35
H 1.64 -3.19 -3.60
H 4.01 -2.49 -3.51
H 4.69 -0.73 -1.87
H 2.96 0.20 -0.33
C -2.55 -2.63 2.18
C -1.22 -2.23 2.70
N -0.37 -1.38 2.14
C 0.71 -1.27 2.97
C 0.52 -2.08 4.06
N -0.70 -2.66 3.86
C 1.31 -2.45 5.30
O 2.47 -1.91 5.48
O 0.78 -3.26 6.02
C 1.77 -0.28 2.66
O 2.73 -0.13 3.37
O 1.54 0.43 1.59
H -2.58 -2.48 1.10
H -3.33 -2.02 2.64
H -2.77 -3.67 2.41
H -1.12 -3.31 4.53
H 2.76 -1.25 4.80
C 0.48 3.71 3.52
N 0.22 3.16 2.19
C 1.13 3.02 1.26
N 2.37 3.41 1.43
S 0.66 2.36 -0.30
H -0.46 3.80 4.05
H 0.92 4.70 3.45
H 1.15 3.06 4.08
H -0.73 2.91 1.96
H 2.69 3.84 2.30
H 3.06 3.35 0.70
*
```

Properties
lowest unoccupied orbital energy (alpha / beta): -12.11 / -12.11 eV
molar mass: 648.6 g mol⁻¹
E: -2276.05624 Eh
energy above the lowest of the compared OMol25 structures with the same formula, charge and spin: 82.0 kcal/mol
HOMO-LUMO gap (alpha / beta): 5.59 / 5.59 eV